The following is a DFT calculation (ωB97M-V/def2-TZVPD) of a molecular structure, C5H9NO.

Results
F_max: 0.467 eV/Å
LUMO level: 0.02914 hartree
HOMO energy: -8.09 eV
Energy relative to the best compared isomer or geometry (same formula, charge and spin): 645.6 kJ/mol
E: -325.69166 hartree

Element x y z (Å)
1 C 0.7083 0.0049 0.1675
2 N 1.5778 -0.8937 -0.2818
3 C 0.5846 1.4816 0.4051
4 O 2.6921 -1.1204 0.5365
5 H -2.3790 -1.3774 -0.6220
6 H -2.2233 -0.6303 0.9738
7 C -0.7285 1.3118 -0.4644
8 H 0.4224 -1.3246 -0.8665
9 H 0.3396 1.7556 1.4345
10 H -1.6372 1.7210 -0.0060
11 C -1.6626 -1.1235 0.1665
12 C -0.5681 -0.2265 -0.3532
13 H 3.3907 -1.3565 -0.0905
14 H 1.3865 2.1235 0.0283
15 H -0.6114 1.7227 -1.4720
16 H -1.2511 -2.0617 0.5556



The following is a DFT calculation (ωB97M-V/def2-TZVPD) of a gas-phase ion, C3H7N2S (charge +1).

Results
F_max: 5.514 eV/Å
Charge: +1
Structure (SMILES): [NH3+][C@H]1C=NCS1
LUMO level: -0.14323 hartree
HOMO energy: -13.83 eV
Energy relative to the best compared isomer or geometry (same formula, charge and spin): 200.8 kJ/mol
E: -625.89570 hartree

Element x y z (Å)
1 C -0.7542 0.7777 0.5506
2 H -0.8315 -0.8776 -1.5939
3 S 1.4661 -0.7653 0.1976
4 H 0.2242 -1.7686 2.1799
5 C 0.4378 -0.7292 1.8080
6 C 0.4846 0.5000 -0.5730
7 H -0.9717 0.6057 -2.1038
8 H -1.4030 1.5789 0.2941
9 N -0.7225 0.0178 1.5449
10 H 0.8702 1.4125 -0.8393
11 H 0.3892 -0.5118 -2.3410
12 H 1.0935 -0.1631 2.5893
13 N -0.2826 -0.0771 -1.7133



The following is a DFT calculation (ωB97M-V/def2-TZVPD) of 22 unconnected molecules or ions with the total composition C80H216N16O22.

Results
F_max: 2.889 eV/Å
LUMO level: -0.00306 hartree
HOMO energy: -7.76 eV
E: -5708.36246 hartree

Element x y z (Å)
1 C 4.2041 -0.7912 -8.5112
2 H -0.1686 8.2282 6.7623
3 H -5.6296 -2.4996 -7.6642
4 H -2.8072 -10.4793 2.5516
5 H 2.5238 1.3056 -8.2161
6 H 4.4709 6.3810 3.6230
7 C 6.9954 -4.4150 -2.3017
8 H -3.7341 -0.3352 5.4902
9 O 2.2206 -3.8840 -2.9478
10 C -8.3174 0.4571 -1.2874
11 C 2.8266 -4.2230 1.2933
12 C 7.5037 3.9982 -0.0889
13 C 4.8284 2.8534 -3.4583
14 C 3.9286 -0.7454 -6.0337
15 H 0.0136 -1.5606 6.5472
16 H 0.8199 7.3215 3.4814
17 C -6.5091 -2.9965 3.0401
18 H -6.8591 -0.3801 -2.3366
19 H 4.5059 1.4520 3.8670
20 H 4.2467 4.6372 -0.2466
21 H -0.6174 -7.8631 3.2519
22 H 1.5634 -3.5921 -6.0756
23 C 8.3957 0.2777 3.2260
24 H -1.3202 2.5492 3.5635
25 H -7.5282 -3.2339 2.7350
26 H 1.5615 3.8804 -5.1091
27 H 2.8353 7.2933 2.2356
28 H -0.4560 4.0576 -4.0759
29 C 4.2971 2.4194 3.4103
30 C -3.2446 -8.2219 3.0456
31 H -4.5722 -2.2560 -3.0763
32 C -3.1002 3.1682 -4.3873
33 C 1.4847 8.2521 5.3539
34 C -7.3716 0.5049 -0.0341
35 H 2.8649 5.6598 3.7839
36 H 8.2534 1.3548 3.3137
37 N 5.6238 -3.2884 2.8262
38 H -2.4472 0.1399 -4.6673
39 N 1.5787 4.0671 -4.1166
40 H 5.5774 2.3572 -4.0754
41 C 5.5734 -3.7894 -2.1689
42 H 6.7228 -1.9743 1.8058
43 H -3.1877 7.3600 -5.1446
44 H -2.6048 2.9462 -3.4421
45 C 0.6660 2.7306 3.3317
46 H 8.4787 1.6387 -0.2258
47 C 5.5976 -2.6880 -1.1518
48 C 4.9261 -1.0980 2.2783
49 H 5.1120 -0.1890 -8.4785
50 N 4.6181 -4.8090 -1.6099
51 H 1.5773 5.0767 -4.1455
52 H -3.0800 -5.5561 -5.8070
53 H -2.4642 -4.1579 -3.1999
54 O 2.8133 8.5981 -0.0541
55 H -4.6094 4.6167 -2.7121
56 H 0.9056 -5.4171 -3.4083
57 H 2.8947 1.4060 -6.6217
58 C -3.4204 7.5936 -4.1056
59 H 4.3812 3.6459 -4.0584
60 H 2.5453 8.2758 -1.9998
61 H 2.1050 6.2233 -0.8181
62 C -9.1499 1.7250 -1.2641
63 C 6.8231 -1.4406 4.0015
64 C 0.3389 3.5892 -3.4954
65 H 6.8752 4.8728 -0.2566
66 H -2.9382 0.2582 -2.9759
67 C -0.0562 -1.2903 0.1102
68 H 7.9404 1.7901 1.3248
69 H 4.1624 -1.8093 -5.9950
70 H 4.1003 5.2933 7.1287
71 O 4.1472 -4.6828 1.0572
72 H 6.0749 -2.9611 -0.2107
73 C 6.1104 -1.9582 2.7073
74 C 3.2484 -0.4200 -7.3653
75 H 6.0697 -1.8272 -1.6255
76 H 7.7258 -3.6470 -2.5561
77 N -5.9595 -5.4229 3.5255
78 O -5.9548 -5.3103 4.9406
79 H 6.1310 -1.6453 4.8183
80 N 2.2539 7.1572 6.0728
81 C -0.4437 -0.8789 5.8301
82 H -4.9203 0.3149 -4.3414
83 C 2.7033 1.3455 0.1615
84 O -3.8109 -0.6531 -0.6023
85 H 0.5044 1.6615 -4.8164
86 H 8.0951 4.0827 0.8228
87 C -6.1393 -1.5803 -7.3756
88 H 3.7263 -0.6313 -9.4778
89 H 3.4710 8.6093 3.2133
90 H -0.6442 -2.8000 -4.6022
91 N -0.4877 2.1734 3.9946
92 C -4.3922 6.5668 -3.4343
93 H -0.0031 0.9783 -0.0560
94 H 0.1304 0.0463 5.7797
95 H 0.0612 -1.2378 -7.0621
96 O 6.9020 -5.4718 -3.2424
97 C 0.0017 8.0377 5.7027
98 N -5.0295 -1.3555 -3.0686
99 H -6.5506 -2.6247 4.0639
100 H 0.4933 -2.1455 0.5037
101 H 2.0952 2.3753 5.0105
102 H -0.2032 -0.6412 -5.5433
103 C 3.4713 6.5312 4.0309
104 C -6.9945 -6.3220 3.0574
105 H 8.0427 -7.1088 -3.8248
106 H -1.4734 -0.6010 6.0550
107 H -0.5837 -2.4761 -1.4656
108 C -2.1384 -8.6385 2.0142
109 H -7.9581 0.8197 0.8290
110 C -1.2570 -5.7607 0.6638
111 C -3.1690 -4.9292 -6.6942
112 H -0.5495 -4.1000 -7.4263
113 H -4.8740 8.2177 -2.4390
114 C 1.9490 2.1782 3.9484
115 H 2.9457 9.8536 5.2762
116 H -2.7102 1.0333 -0.6855
117 H -11.3754 2.5813 1.0132
118 H -5.7408 -6.1892 5.2621
119 H -0.9167 -0.6623 -1.7938
120 H -3.8760 -1.2357 -6.2397
121 H 2.2773 -0.9062 -7.4589
122 H -7.1867 1.1767 -2.7996
123 H -5.8637 -7.2101 1.4062
124 H -5.2805 -3.5375 0.7907
125 H -5.3954 0.0087 3.9934
126 C 1.5300 8.0745 3.8231
127 H 1.2723 9.2954 1.0742
128 N 7.6585 1.6653 0.3630
129 H 5.1401 -3.5916 1.9930
130 O 3.0518 -0.4772 -4.8646
131 C 1.1974 -4.7528 -2.5948
132 H -0.2272 -5.8647 5.6716
133 H 1.0080 4.6317 4.2280
134 H 4.2613 -4.6229 0.1059
135 H 4.6710 -0.4693 -3.5724
136 H 3.0633 -0.6107 -2.7127
137 H 0.8183 -1.4614 4.2879
138 C 0.5888 0.1607 0.3554
139 H -1.9259 3.3137 0.4742
140 H 0.6308 2.3428 2.3137
141 H -9.1237 -6.4970 3.5538
142 C -0.2746 -2.8969 -5.6230
143 H -5.6673 -0.8701 -8.0546
144 H -4.5638 -5.1190 -2.7664
145 H 3.6806 5.6827 0.9919
146 H -0.3000 4.7811 3.0333
147 O -1.2892 -6.2451 1.9896
148 C 3.6533 -0.8589 -3.5949
149 H -0.6107 8.7578 5.1600
150 H -1.9273 -2.8075 4.3245
151 H -9.9114 3.5360 0.6343
152 H -4.1830 -3.3849 4.3264
153 H -7.4207 -8.4770 3.2050
154 H -0.2965 4.0316 0.6039
155 H 4.1483 8.3557 -1.4687
156 O 1.9225 0.2873 -0.3015
157 C 3.5928 6.7282 5.5619
158 H -6.1812 -2.2255 2.3428
159 H -2.4096 2.8832 -5.1810
160 N 3.1781 1.0092 -7.5061
161 H 8.8680 -5.6247 -3.9015
162 O 5.4673 3.2900 -2.2685
163 H -4.0000 2.5531 -4.3804
164 H -7.4257 -4.6730 0.4963
165 C -6.5552 -5.3154 0.6290
166 H 1.9736 -3.4508 -3.7682
167 H -1.7210 -6.5335 0.0508
168 H -4.1279 -8.8516 2.9391
169 H -11.2159 3.2670 -0.5141
170 H -0.3235 7.0345 5.4270
171 H -8.7834 -5.1788 2.5014
172 H -6.8753 -0.4457 0.1608
173 H 1.7558 6.6277 7.7463
174 H -7.5765 -7.1747 1.0565
175 H -1.5669 -1.2265 -6.4581
176 C -1.1542 3.8768 -0.0506
177 C -4.6049 -1.5130 -5.4781
178 H 4.8586 -0.1840 -5.9448
179 C -3.7585 5.1361 -3.1530
180 C -0.5381 -5.1563 4.9037
181 C 4.0729 5.6902 -0.0250
182 C -0.8441 -2.9201 4.2768
183 H 2.0135 9.7900 6.7862
184 H 5.8462 2.6952 0.4680
185 H 2.4292 -4.5552 2.2524
186 H 3.5830 1.3978 -0.4799
187 C -0.2783 -1.4346 -1.3648
188 H 0.2397 -5.3026 4.1543
189 C 0.2830 2.0308 -3.8151
190 H -7.1974 -1.5118 -7.6284
191 H 4.5227 -1.5369 1.3658
192 H -4.4648 -5.0434 1.0651
193 H 3.2492 -2.1153 5.1107
194 H -5.9568 -1.5607 -3.4123
195 H 1.2688 10.4088 5.3838
196 H -0.7100 -4.9762 -5.9548
197 H 8.3879 -0.0704 2.1932
198 O -2.3775 -3.7920 -6.4411
199 N -1.9186 -10.0540 2.3285
200 H -8.9727 -0.4126 -1.2396
201 C -4.1431 -3.8069 3.3222
202 H 6.4311 -3.8951 2.8397
203 H 4.4745 -1.8447 -8.4405
204 H 3.7620 -1.9435 -3.5913
205 O -10.0624 1.5809 -0.1488
206 C -5.3890 -4.5062 1.2786
207 O -3.4671 4.4938 -4.4108
208 C 6.1729 2.3011 -1.5689
209 H -0.8752 -1.0320 2.5854
210 C -6.7657 -6.6078 1.5140
211 H -3.4065 -4.6087 3.3724
212 H -8.3142 -5.0990 4.2329
213 H 1.1474 3.6571 -1.4159
214 C 0.6455 4.2881 3.2591
215 C -5.5200 -4.2219 2.8250
216 C -0.2610 -1.4805 4.4391
217 C 3.1914 7.9062 -1.2035
218 H 4.9529 -5.6282 -2.0966
219 H 0.6685 0.2522 1.4386
220 H -2.4072 -5.5491 -2.0603
221 H 1.5975 -2.0581 -5.4400
222 H 2.8320 5.0291 -2.6208
223 H 4.8502 2.5399 2.4788
224 H 0.9363 1.4363 -3.1765
225 H -3.1040 -5.4479 -7.6507
226 C 3.8678 5.3387 6.0648
227 C 6.7474 2.6713 -0.1447
228 H 4.5937 -3.6990 4.3480
229 C 1.4366 8.8258 0.1044
230 C -4.4372 -0.6513 -4.1958
231 C -0.9782 -4.0309 -6.4265
232 H -3.6191 -7.2253 2.8119
233 H -7.2746 -7.6993 4.7938
234 H -9.6846 1.8400 -2.2070
235 H -1.9165 -10.4705 1.4084
236 H 4.7317 8.6136 5.2327
237 H -4.2494 -1.0641 3.2037
238 H 1.4501 -5.4304 -1.7793
239 C -10.6149 2.7917 0.2612
240 H -4.3566 -2.5558 -5.2806
241 O 2.3032 7.3604 7.4546
242 H -4.3107 -0.9027 -1.3830
243 H -0.2564 -5.6300 0.2517
244 H -2.9256 5.2473 -2.4587
245 H 2.3461 -3.4705 4.5139
246 O -3.5754 0.2731 4.7647
247 C 4.8190 7.6880 5.8018
248 H -6.4966 1.1512 -0.1047
249 H -0.0879 -8.0890 1.6672
250 H 0.1631 5.0641 -1.8763
251 H 2.2282 2.3223 0.2524
252 H -4.0707 1.0439 0.5331
253 H 5.5756 1.3936 -1.4807
254 C -6.8663 -7.7384 3.7839
255 O -4.1338 -4.4181 -2.2711
256 N 3.4770 5.7629 -2.3646
257 H -2.4388 7.4533 -3.6531
258 C -8.3754 -5.7318 3.3475
259 O -0.4630 -3.8187 5.3471
260 N -1.3555 -1.5180 0.7924
261 C -4.3668 -0.0732 3.6422
262 H -2.9048 -8.3332 4.0753
263 H 4.7982 4.9413 5.6590
264 H 2.0412 1.0925 3.9197
265 H -3.8333 7.2291 -1.6976
266 H 0.6713 -1.3874 -1.8977
267 H -3.6856 -3.0386 2.6989
268 H 8.1995 3.9833 -0.9277
269 H 8.6000 -6.3868 -2.3223
270 H -2.4288 -8.4990 0.9729
271 O 4.2474 -3.9582 5.2051
272 H 0.2811 -4.2588 -2.2715
273 C 8.1468 -6.1655 -3.2886
274 O -0.7844 3.3080 -1.2923
275 H -1.6748 -2.3886 0.3921
276 H 4.6661 8.0073 6.8327
277 H 5.3249 -3.3310 -3.1261
278 H 9.2373 -0.1202 3.7931
279 H 3.1711 4.5663 5.7393
280 N -7.5875 0.3022 -2.4918
281 C -0.5392 -1.4597 -6.1798
282 N -0.8715 -0.6005 3.4986
283 H -5.8235 -8.0279 3.9140
284 C -0.9179 -7.6553 2.2250
285 H -4.4179 1.1849 -1.1347
286 H 1.0558 9.5838 -0.5802
287 H 1.2966 9.0057 3.3067
288 H 5.0370 6.1950 0.0369
289 C -2.9615 -0.3801 -3.8591
290 H -1.7806 -4.8052 0.6322
291 H 0.8799 7.8887 0.1075
292 C 3.0578 -3.1742 5.2845
293 H -4.1886 0.6441 2.8411
294 H -1.5386 -5.3542 4.5189
295 C 0.2478 3.9793 -1.9403
296 O 7.1844 -0.0979 3.9037
297 H 4.5851 -2.4435 -0.8305
298 H 2.6959 -3.3426 6.2988
299 C -2.7407 -4.5223 -2.2106
300 C -3.7223 0.7086 -0.4437
301 H 7.2566 -4.8589 -1.3410
302 H 2.8302 -3.1344 1.3488
303 H -4.2212 -4.6705 -6.8134
304 H -1.8252 -0.5035 3.8167
305 N -4.7237 7.2549 -2.1735
306 H 7.6832 -2.0629 4.2485
307 H -1.6796 4.8102 -0.2530
308 C 2.9065 7.6776 3.2531
309 H 3.7246 -4.5350 -1.9929
310 N 1.1922 -2.9800 -5.3630
311 H 5.1990 -0.0450 2.2090
312 H -2.3543 -1.2673 -3.6798
313 H -0.6595 1.2010 3.7821
314 H -6.3333 -5.7063 -0.3640
315 H 4.7621 3.1574 4.0640
316 H -2.3044 -3.8133 -1.5070
317 H 4.3464 5.3100 -2.1216
318 H 7.0876 2.0512 -2.1064
319 O 2.9248 2.7068 3.0833
320 O -5.8821 -1.2886 -6.0103
321 H -5.2092 6.4853 -4.1512
322 C 3.1478 6.3418 -1.1122
323 H 3.0935 0.9722 1.1084
324 H 2.2209 -4.5223 0.4379
325 H 1.4041 4.6824 2.5830
326 H -2.1084 -0.9616 0.4135
327 H 3.9838 2.2037 -3.2289
328 H 4.0703 -1.1716 2.9493
329 H -0.6733 1.6541 -3.4523
330 C 1.9682 9.6381 5.7078
331 H -0.4773 -3.2386 3.3011
332 H -8.5938 2.6572 -1.1655
333 H 5.7645 7.1524 5.7167
334 H -3.8416 8.5986 -4.1309